1.
Formula: C32H36BaN4OPSSe2Si
Source: the Open Molecules 2025 dataset
Level of theory: ωB97M-V with the def2-TZVPD basis set

Multiplicity: 2
Charge: -2
HOMO-LUMO gap (alpha / beta) (eV): 5.59 / 6.25
ΔE to the lowest compared entry with this formula, charge and spin (kcal per mole): 0.0
HOMO energy (alpha / beta) (eV): -1.5 / -2.1
Calculated total energy (eV): -201170.159

CARTESIAN COORDINATES (ANGSTROEM)
Ba -0.40040 -2.19586 -0.27986
N 1.93224 1.20914 0.30413
C 2.70888 1.71387 -0.68317
C 2.80194 3.11062 -0.80047
C 3.56406 3.72254 -1.77695
C 4.27281 2.95699 -2.67416
C 4.21798 1.55397 -2.59897
C 4.97184 0.78859 -3.53930
C 4.91755 -0.59085 -3.48168
C 4.16269 -1.21870 -2.53223
N 3.41314 -0.53059 -1.58397
C 3.43157 0.90862 -1.61497
H 1.53174 1.81494 1.00220
H 1.95610 0.19279 0.40617
H 2.24507 3.70377 -0.08472
H 3.60136 4.80494 -1.82528
H 4.88014 3.40915 -3.44885
H 5.55536 1.30902 -4.28717
H 5.44995 -1.20613 -4.19691
H 4.06112 -2.28903 -2.47029
C -0.53504 1.72259 -2.22781
C -0.50994 0.60105 -3.23189
C -0.47247 0.87254 -4.59180
C -0.47608 -0.21484 -5.46507
C -0.49338 -1.49585 -4.97804
C -0.49382 -1.72649 -3.56963
N -0.53350 -0.63723 -2.74327
N -0.46286 -2.92405 -2.98621
Si -0.14896 -4.44603 -3.65946
C -1.64743 -5.17027 -4.55839
C 0.28616 -5.61172 -2.25657
C 1.29399 -4.47339 -4.88221
H 0.10311 2.54733 -2.54938
H -0.17919 1.38009 -1.25731
H -1.55081 2.10786 -2.10876
H -0.43260 1.89383 -4.94614
H -0.46027 -0.05086 -6.53840
H -0.50090 -2.34162 -5.65215
H -2.49564 -5.25424 -3.87509
H -1.43871 -6.16302 -4.96811
H -1.94969 -4.51952 -5.38323
H -0.48622 -5.58447 -1.48219
H 1.23155 -5.31086 -1.79867
H 0.38038 -6.64613 -2.59812
H 1.03982 -4.04471 -5.85282
H 1.63519 -5.49979 -5.05027
H 2.13045 -3.90418 -4.46942
Se -0.96335 1.80002 2.17645
P -0.67786 2.04546 4.29281
Se 1.22484 1.66411 5.18291
C -1.21532 3.76347 4.68632
C -0.31943 4.70415 5.17180
C -0.73442 6.00746 5.41743
C -2.05165 6.37436 5.19038
C -2.95487 5.43331 4.70863
C -2.53663 4.13825 4.45272
C -1.95673 1.09563 5.20769
C -2.79628 0.19491 4.57014
C -3.74456 -0.51345 5.30016
C -3.86378 -0.31364 6.66572
C -3.02342 0.58950 7.30873
C -2.06996 1.28338 6.58437
H 0.70210 4.39511 5.35992
H -0.02423 6.73613 5.79046
H -2.37616 7.38993 5.38542
H -3.98561 5.71267 4.52507
H -3.23396 3.40982 4.05550
H -2.69682 0.05363 3.50074
H -4.38477 -1.22528 4.79411
H -4.60449 -0.86457 7.23357
H -3.10630 0.74384 8.37823
H -1.39288 1.96732 7.08301
C -2.93562 -4.15804 1.63671
O -2.01820 -3.40597 0.94558
H -2.47189 -5.00235 2.18199
H -3.70069 -4.61333 0.97847
H -3.48638 -3.57161 2.39466
S 2.69739 -2.90156 -0.61951
C 2.59364 -1.20650 -0.69331

***

2.
Formula: C32H36BrN2O2S
Source: the Open Molecules 2025 dataset
Level of theory: ωB97M-V with the def2-TZVPD basis set

Multiplicity: 1
Charge: +1
HOMO-LUMO gap (eV): 5.36
HOMO energy (eV): -10.0
Calculated total energy (eV): -121713.804

CARTESIAN COORDINATES (ANGSTROEM)
C -4.27583 1.58834 4.41806
S -3.78635 0.48126 3.03619
C -4.28274 1.62180 1.68243
C -2.10284 0.73707 3.02585
C -1.18794 -0.34783 3.12074
C 0.29230 -0.02589 3.05058
C 0.80798 1.28357 3.03209
C 2.18976 1.52252 3.00419
C 3.08628 0.44370 2.99493
Br 4.94501 0.74569 2.98395
C 2.58361 -0.87071 2.99704
C 1.20442 -1.09064 3.02466
O -1.57553 -1.53083 3.26236
H -5.37076 1.59333 4.45898
H -3.85831 1.15543 5.33284
H -3.87535 2.59317 4.23351
H -5.37795 1.62243 1.64147
H -3.88872 2.62458 1.89183
H -3.86629 1.21531 0.75454
H -1.78438 1.77403 2.93030
H 0.12530 2.12787 3.04396
H 2.56372 2.54219 2.99350
H 3.26266 -1.71547 2.98095
H 0.83196 -2.11266 3.02973
C -1.71963 -9.12434 6.50530
N -1.97936 -7.70548 6.59526
C -1.62949 -6.98483 7.69975
O -1.08942 -7.44361 8.70477
C -2.03408 -5.53272 7.44411
C -0.82156 -4.60221 7.41800
C -0.06580 -4.56065 8.73061
C 1.27116 -4.96745 8.78554
C 1.95358 -4.98732 10.00384
C 1.30287 -4.57756 11.17461
C -0.02753 -4.14589 11.11717
C -0.70711 -4.12949 9.89424
N -2.73683 -5.62136 6.15681
C -3.32504 -4.55175 5.58308
C -4.00245 -4.59738 4.36461
C -4.62152 -3.52878 3.72623
C -5.32883 -3.63550 2.47430
C -5.99564 -2.51129 1.90631
C -6.66885 -2.60347 0.69138
C -6.71025 -3.81870 -0.00846
C -6.07378 -4.94198 0.53003
C -5.39892 -4.85933 1.74516
C -2.73219 -6.98143 5.57967
C -1.96369 -7.03770 4.25111
C -4.14764 -7.57064 5.48512
H -1.14449 -9.42092 7.38363
H -2.65718 -9.69433 6.47470
H -1.14768 -9.35237 5.59731
H -2.73002 -5.21161 8.23807
H -0.14394 -4.94688 6.62010
H -1.17154 -3.59215 7.14743
H 1.75512 -5.29750 7.86387
H 2.99174 -5.32500 10.03398
H 1.83286 -4.59304 12.12837
H -0.54478 -3.81891 12.02146
H -1.74631 -3.79834 9.83199
H -3.23802 -3.62182 6.15245
H -4.05403 -5.56031 3.86630
H -4.57994 -2.54953 4.20709
H -5.97094 -1.56770 2.45771
H -7.16688 -1.72541 0.27969
H -7.23296 -3.89157 -0.96108
H -6.09845 -5.89565 0.00192
H -4.91151 -5.75242 2.14001
H -0.93109 -6.70088 4.42307
H -1.95220 -8.07084 3.88413
H -2.41107 -6.39439 3.49143
H -4.58977 -7.58245 6.49140
H -4.79545 -6.98242 4.83401
H -4.08906 -8.59520 5.09960

***

3.
Formula: C32H36Cl3KN5O9P2
Source: the Open Molecules 2025 dataset
Level of theory: ωB97M-V with the def2-TZVPD basis set

Multiplicity: 1
Charge: -1
HOMO-LUMO gap (eV): 7.36
ΔE to the lowest compared entry with this formula, charge and spin (kcal per mole): 0.0
HOMO energy (eV): -6.0
Calculated total energy (eV): -132114.066

CARTESIAN COORDINATES (ANGSTROEM)
K 0.65404 0.83714 1.33178
C -1.87989 2.48290 -0.00934
C -2.36031 2.62128 1.28699
C -2.75640 1.50108 2.00411
C -2.67672 0.23950 1.43023
C -2.20417 0.10146 0.13177
C -1.80724 1.22227 -0.58877
H -1.53963 3.35080 -0.55897
H -2.38822 3.59784 1.74992
H -3.08804 1.60351 3.02769
H -2.93390 -0.63413 2.01212
H -2.11262 -0.88114 -0.31214
H -1.40637 1.10089 -1.58597
C 0.40856 -0.39429 -4.56783
P 1.00369 -0.42870 -2.83091
C 2.22655 -1.81784 -2.95669
N 2.83236 -2.02707 -4.09038
C 3.82483 -2.96000 -4.11942
C 4.51475 -3.21060 -5.32563
C 5.53972 -4.11345 -5.34700
C 5.91547 -4.79966 -4.17021
C 5.25584 -4.57598 -2.99517
C 4.18984 -3.65025 -2.95237
N 3.50950 -3.46366 -1.78709
C 2.53437 -2.59907 -1.77816
P 1.53803 -2.31623 -0.24177
C 0.02806 -3.25505 -0.71718
C 2.30433 -3.36151 1.09232
C 2.41325 -4.86195 0.82574
C 3.67864 -2.75278 1.38493
C 1.39912 -3.14217 2.31599
C 2.20029 1.02181 -2.77266
C 2.86672 1.31853 -4.11220
C 1.37142 2.22885 -2.32458
C 3.28630 0.73244 -1.73329
H 1.21050 -0.48727 -5.29821
H -0.12530 0.54436 -4.72503
H -0.30368 -1.20741 -4.71267
H 4.21118 -2.66312 -6.20762
H 6.07413 -4.30456 -6.26713
H 6.73270 -5.50681 -4.20528
H 5.51796 -5.08899 -2.08042
H 0.22827 -4.27826 -1.03524
H -0.47127 -2.72047 -1.52554
H -0.64682 -3.27329 0.13809
H 3.12405 -5.08104 0.03361
H 1.44820 -5.29317 0.55915
H 2.74425 -5.35796 1.74188
H 4.35424 -2.86526 0.53706
H 4.12027 -3.26593 2.24232
H 3.59974 -1.69090 1.63250
H 0.44606 -3.66169 2.21659
H 1.19062 -2.08444 2.49519
H 1.89441 -3.54047 3.20380
H 2.14967 1.67608 -4.85220
H 3.37041 0.43886 -4.51759
H 3.61314 2.10310 -3.96705
H 0.53401 2.41514 -3.00294
H 1.99994 3.12160 -2.30677
H 0.97897 2.09472 -1.31750
H 4.00037 -0.00673 -2.10004
H 2.87546 0.36865 -0.78955
H 3.83260 1.65048 -1.51320
Cl 5.15291 2.75638 3.33772
C 4.72226 2.38776 1.65858
Cl 5.03481 3.81020 0.64909
Cl 5.73377 1.03836 1.07165
C 3.20804 1.92273 1.60053
O 2.45648 2.58582 0.87798
O 2.98848 0.91008 2.28439
O 2.64174 -1.47731 8.63607
N 2.63807 -0.43829 7.99417
O 3.26929 0.55629 8.30923
C 1.82702 -0.38492 6.80013
C 1.06582 -1.48960 6.43939
C 0.28197 -1.41608 5.32484
C 0.25184 -0.29014 4.40239
O -0.31147 -0.36197 3.30686
C 1.01168 0.84806 4.91503
C 1.78521 0.77741 6.04873
N 0.98238 2.15761 4.25686
O 0.18666 2.34637 3.34902
O 1.70886 3.02855 4.67232
N -0.53335 -2.58760 5.02175
O -0.08393 -3.68337 5.32364
O -1.62100 -2.41772 4.50973
H 1.08105 -2.39097 7.03400
H 2.35699 1.64061 6.35421

***

4.
Formula: C32H36Cl4N4O5PRu
Source: the Open Molecules 2025 dataset
Level of theory: ωB97M-V with the def2-TZVPD basis set

Multiplicity: 6
Charge: -2
HOMO-LUMO gap (alpha / beta) (eV): 4.49 / 5.66
HOMO energy (alpha / beta) (eV): -0.2 / -1.4
Calculated total energy (eV): -111928.456

CARTESIAN COORDINATES (ANGSTROEM)
Ru 1.09254 -0.89117 0.33970
Cl -0.08566 -7.75667 -0.42550
C -0.34276 -6.04837 -0.41250
C -1.53916 -5.53207 -0.87640
Cl -2.77946 -6.58837 -1.44770
C -1.74826 -4.15577 -0.86220
Cl -3.25346 -3.51907 -1.43650
C -0.79506 -3.24427 -0.38850
O -0.97216 -1.98347 -0.37600
C 0.46144 -3.79317 0.12320
O 1.34094 -2.99307 0.58320
C 0.63234 -5.18607 0.08310
Cl 2.11524 -5.85257 0.67800
O 4.16774 0.40013 -2.07140
C 3.25224 0.20343 -1.26040
O 2.73554 -0.92887 -1.01480
C 2.66664 1.37773 -0.52480
C 3.23934 2.62993 -0.65400
C 2.61224 3.74883 -0.13310
C 1.30974 3.59623 0.40970
C 0.51574 4.68093 0.80140
C -0.78236 4.49933 1.26820
C -1.29596 3.22013 1.36950
C -0.52926 2.12103 1.01040
C 0.77734 2.27443 0.52670
N 1.49564 1.18313 0.16310
H 4.18184 2.68943 -1.18140
H 3.06794 4.72903 -0.20280
H 0.92514 5.67933 0.71850
H -1.39046 5.35623 1.53690
H -2.30446 3.07373 1.73850
H -0.91366 1.11393 1.08840
C -1.34926 -1.54647 -3.86080
N -0.96386 -0.21117 -4.26580
C -1.57976 0.21943 -5.49350
P -0.74226 0.80953 -2.92610
O 0.09554 0.16953 -1.91860
N -2.22486 1.30943 -2.32280
C -2.79376 0.60073 -1.19820
C -3.14156 2.08083 -3.11680
N -0.14116 2.22503 -3.66310
C -0.07216 3.36823 -2.77040
C 1.14984 1.96123 -4.28060
H -1.05216 -2.26087 -4.63260
H -2.42896 -1.64217 -3.69570
H -0.83676 -1.77647 -2.92970
H -1.26816 -0.45897 -6.29660
H -1.25246 1.22983 -5.73370
H -2.67946 0.19983 -5.45900
H -2.04846 -0.09097 -0.80280
H -3.67966 0.02933 -1.50120
H -3.07766 1.31083 -0.41530
H -2.61096 2.47513 -3.98100
H -3.53666 2.92573 -2.53740
H -3.99576 1.47863 -3.45970
H -0.95166 3.39863 -2.13130
H -0.03386 4.28493 -3.36390
H 0.80954 3.33413 -2.12680
H 1.06584 1.07543 -4.90690
H 1.93864 1.78373 -3.53900
H 1.42704 2.81973 -4.89610
C 0.54584 1.02403 3.98980
C 1.01854 -0.34647 3.44190
C 2.50814 -0.21597 3.09130
C 0.26454 -0.74417 2.21510
C 0.75794 -1.39607 4.51080
C -0.55076 -1.63887 4.93720
C -0.83536 -2.55437 5.92720
C 0.18754 -3.26447 6.54100
C 1.48884 -3.05307 6.11910
C 1.76954 -2.14227 5.11660
H 0.66024 1.78123 3.21980
H 1.13534 1.30393 4.86310
H -0.50176 0.98733 4.27300
H 2.63564 0.61063 2.39040
H 2.85264 -1.13487 2.60740
H 3.11704 -0.00887 3.97330
H -0.77766 -1.01767 2.38650
H -1.36616 -1.10127 4.47670
H -1.86066 -2.71227 6.23730
H -0.03016 -3.97627 7.32800
H 2.30044 -3.59397 6.59300
H 2.79744 -2.01277 4.81670

***

5.
Formula: C32H36ClN8PPbS3
Source: the Open Molecules 2025 dataset
Level of theory: ωB97M-V with the def2-TZVPD basis set

Multiplicity: 1
Charge: +2
HOMO-LUMO gap (eV): 6.85
ΔE to the lowest compared entry with this formula, charge and spin (kcal per mole): 14.7
HOMO energy (eV): -13.2
Calculated total energy (eV): -105239.439

CARTESIAN COORDINATES (ANGSTROEM)
Pb 0.64149 1.16857 -0.44102
C 3.84003 1.63408 -1.25513
C 4.00411 0.50581 -0.23158
N 2.72264 -0.04774 0.27862
C 2.67794 -0.13445 1.75406
C 2.64146 1.25879 2.38304
N 1.64179 2.11486 1.72191
C 2.11368 3.47079 1.39015
C 3.20002 3.45470 0.30806
N 2.82352 2.61470 -0.84314
H 4.82149 2.09866 -1.40020
H 3.52567 1.22169 -2.21277
H 4.60424 -0.27949 -0.69302
H 4.57925 0.87469 0.61681
H 2.60710 -0.98785 -0.08759
H 1.77339 -0.68143 2.02970
H 3.54650 -0.67394 2.14443
H 2.42852 1.14966 3.44701
H 3.62280 1.72586 2.30887
H 0.83366 2.19362 2.32743
H 1.24752 4.03481 1.03227
H 2.51229 3.99310 2.26603
H 3.38751 4.48525 0.00177
H 4.13352 3.08203 0.73080
H 2.62660 3.20689 -1.64140
Cl 1.50676 -0.39700 -2.99581
C 1.13766 -2.10561 -2.93177
C 1.77559 -2.93966 -3.83307
C 1.47193 -4.29118 -3.82529
C 0.53226 -4.78900 -2.93460
C -0.08627 -3.94264 -2.03103
C 0.21585 -2.58061 -2.00085
P -0.55580 -1.44443 -0.77833
C -2.24900 -1.28647 -1.44126
C -3.15527 -2.34527 -1.40110
C -4.41324 -2.20047 -1.96191
C -4.77283 -1.00622 -2.57391
C -3.87290 0.04705 -2.62729
C -2.61652 -0.09120 -2.05694
C -0.73518 -2.52120 0.68150
C -1.86178 -2.43766 1.49687
C -1.97270 -3.25063 2.61437
C -0.95234 -4.13255 2.94173
C 0.18971 -4.19231 2.15568
C 0.30502 -3.38138 1.03677
H 2.49794 -2.53963 -4.53119
H 1.97100 -4.95246 -4.51990
H 0.28485 -5.84169 -2.93467
H -0.80391 -4.34632 -1.33028
H -2.88373 -3.27810 -0.92599
H -5.11602 -3.02196 -1.92474
H -5.75435 -0.89867 -3.01504
H -4.15205 0.96912 -3.12097
H -1.90449 0.72822 -2.10352
H -2.66372 -1.75599 1.24012
H -2.86215 -3.20299 3.22981
H -1.04597 -4.77604 3.80624
H 0.98784 -4.87743 2.40923
H 1.19363 -3.44116 0.41865
S -0.04112 2.75940 -3.14116
C -0.52570 4.26258 -2.87414
S -0.56173 5.57291 -1.79193
C -1.37195 5.32315 -3.47495
C -0.84663 6.13346 -4.54135
N -0.38574 6.76375 -5.38186
C -2.79315 5.08437 -3.42940
N -3.90410 4.81304 -3.33414
C 0.10029 -0.89459 4.80494
C -1.28238 -0.25598 4.72933
C -1.52956 0.43656 3.43467
N -0.77379 0.39169 2.40085
N -1.22476 1.13045 1.33975
C -2.35502 1.74675 1.58416
N -2.97402 2.57573 0.72049
S -2.95377 1.44801 3.19040
H 0.23019 -1.36603 5.77688
H 0.87542 -0.13743 4.68488
H 0.22385 -1.65160 4.03185
H -1.40379 0.46786 5.53893
H -2.05933 -1.01230 4.87060
H -2.75752 2.51036 -0.26097
H -3.88226 2.93775 0.95556

***

6.
Formula: C32H36MgN3O3S2
Source: the Open Molecules 2025 dataset
Level of theory: ωB97M-V with the def2-TZVPD basis set

Multiplicity: 1
Charge: +1
HOMO-LUMO gap (eV): 8.19
ΔE to the lowest compared entry with this formula, charge and spin (kcal per mole): 0.0
HOMO energy (eV): -10.6
Calculated total energy (eV): -71492.920

CARTESIAN COORDINATES (ANGSTROEM)
Mg -0.30590 -0.49864 0.16143
O -0.62752 1.10866 -1.05723
S -0.33730 2.30752 -1.92218
C 0.24163 3.57771 -0.77082
C 1.49213 3.19954 0.01597
C 1.51847 3.76982 1.43636
C 0.43527 3.25217 2.37571
S 0.47426 1.50036 2.82796
O 0.50681 0.73696 1.52283
C 2.13860 1.37799 3.44987
C 3.09435 0.69174 2.71931
C 4.37942 0.58949 3.23547
C 4.68819 1.16390 4.45913
C 3.71302 1.83516 5.18689
C 2.42505 1.93725 4.68842
C 1.18915 1.99815 -2.78390
C 2.02714 0.96228 -2.40820
C 3.21076 0.77317 -3.10729
C 3.54254 1.61614 -4.15838
C 2.68751 2.64538 -4.53049
C 1.49543 2.83528 -3.84926
H -0.63404 3.73634 -0.13793
H 0.37480 4.48121 -1.36989
H 2.37119 3.55944 -0.51998
H 1.57786 2.11674 0.07093
H 1.41962 4.85887 1.40550
H 2.49700 3.56628 1.87634
H -0.57523 3.38932 1.98459
H 0.47143 3.76852 3.33876
H 2.82849 0.23615 1.77402
H 5.13783 0.05441 2.67993
H 5.69060 1.07917 4.85667
H 3.95385 2.26825 6.14816
H 1.65322 2.43629 5.26316
H 1.75769 0.29928 -1.59510
H 3.86818 -0.04017 -2.82880
H 4.46661 1.46437 -4.69995
H 2.94108 3.29006 -5.36093
H 0.80920 3.61837 -4.15050
C -1.67821 -0.96110 5.70667
C -0.44280 -1.59313 5.61839
C 0.07756 -1.94683 4.38394
C -0.65129 -1.65620 3.23604
C -1.87900 -1.00883 3.31423
C -2.39759 -0.67244 4.55573
N -0.15961 -1.92031 1.92294
N 0.68585 -2.82271 1.83030
C 1.22608 -3.00450 0.51548
C 1.93945 -4.19231 0.37126
C 2.49210 -4.50223 -0.86048
C 2.32945 -3.60527 -1.90787
C 1.62841 -2.41618 -1.71633
C 1.04469 -2.04993 -0.49909
H -2.07870 -0.69194 6.67510
H 0.11795 -1.81104 6.51778
H 1.03889 -2.43391 4.29494
H -2.41939 -0.78692 2.40079
H -3.35992 -0.18264 4.62490
H 2.04461 -4.85535 1.22102
H 3.04403 -5.42199 -1.00021
H 2.75992 -3.82946 -2.87700
H 1.54732 -1.75159 -2.57349
C -1.82578 -1.72630 -2.89325
N -2.10230 -2.74504 -1.88975
C -2.12854 -4.12384 -2.36106
C -2.26844 -2.41321 -0.61537
C -2.61973 -3.49127 0.37170
O -2.14124 -1.22346 -0.23341
H -2.46838 -1.89572 -3.75716
H -0.78204 -1.78742 -3.20626
H -2.02409 -0.74420 -2.47661
H -1.47451 -4.19979 -3.22705
H -3.13637 -4.42317 -2.65472
H -1.75291 -4.80369 -1.60196
H -3.41104 -4.14094 0.00089
H -2.93297 -3.02277 1.29924
H -1.73974 -4.10663 0.57251